# 1
{"formula": "C30H28IN3O4Zr", "method": "ωB97M-V with the def2-TZVPD basis set", "total_charge": 2, "homo_ev": -13.59, "max_force_ev_per_a": 0.48, "e_tot_ha": -1969.5623, "gap_ev": 6.61, "de_lowest_kcal_mol": 11.8, "elements": ["H", "C", "C", "H", "C", "H", "I", "H", "C", "O", "H", "O", "C", "C", "H", "C", "H", "H", "C", "C", "Zr", "H", "H", "H", "H", "H", "H", "H", "C", "H", "C", "C", "H", "C", "C", "H", "H", "C", "H", "C", "C", "H", "O", "C", "H", "C", "C", "H", "O", "N", "C", "H", "N", "C", "C", "C", "C", "C", "H", "C", "C", "C", "H", "N", "H", "H", "C"], "coordinates": [[-1.95, 1.42, -2.37], [2.70, 1.45, -0.63], [3.90, 5.42, -1.50], [-0.07, -5.37, -3.14], [0.82, -4.97, -2.66], [1.87, 2.97, -2.67], [-0.60, -4.76, 3.37], [1.90, -6.55, 0.15], [-4.12, 3.34, 1.38], [1.35, -2.26, -1.06], [2.57, 5.29, -3.18], [-0.16, 0.66, 1.09], [1.59, -4.55, -0.48], [3.11, 2.82, -0.92], [1.65, -5.66, -2.81], [3.70, -3.90, 1.23], [0.05, -2.15, 1.87], [-2.62, 2.11, 3.92], [1.98, -3.21, -0.35], [4.04, 3.47, -0.10], [0.69, -0.53, -0.42], [-6.25, 3.05, -1.14], [-6.40, 4.10, 0.29], [4.21, 6.43, -1.72], [-0.53, 1.74, -1.38], [-3.87, 2.38, -1.85], [4.45, 2.94, 0.75], [-1.68, 3.54, 3.49], [-2.64, 3.04, 3.35], [-3.56, -4.02, -0.84], [2.97, 4.78, -2.31], [-2.76, -3.63, -0.22], [-3.40, 3.67, 3.80], [-2.12, -2.46, -0.57], [-1.32, -3.79, 1.68], [-2.82, -5.25, 1.20], [-2.40, -1.93, -1.47], [3.45, -1.51, 0.68], [1.07, -4.00, -3.08], [3.29, -5.20, 1.10], [-0.75, -2.60, 1.28], [-5.48, 4.63, -1.13], [1.70, 0.92, -1.36], [-2.95, 2.81, 1.90], [-1.47, 0.19, -1.24], [-1.53, 1.28, -1.37], [3.03, -2.88, 0.54], [5.15, 5.26, 0.24], [0.51, -4.85, -1.26], [2.69, -0.51, 0.39], [2.58, 3.48, -2.03], [-4.78, 3.89, 2.04], [-1.13, -1.95, 0.17], [-4.47, 3.18, 0.05], [2.23, -5.53, 0.26], [4.43, 4.76, -0.39], [-2.43, 1.92, -0.35], [-2.35, -4.32, 0.91], [-0.75, 1.72, 2.67], [-2.09, 2.07, 1.03], [-3.60, 2.47, -0.80], [-5.73, 3.77, -0.50], [4.52, -3.64, 1.89], [3.26, 0.76, 0.32], [4.47, -1.28, 0.99], [3.80, -5.99, 1.66], [-0.96, 1.48, 1.63]], "lowdin_charge": [0.1070, -0.3795, -0.0492, 0.0981, -0.0284, 0.1113, 0.9987, 0.1404, 0.0305, -0.2387, 0.1133, -0.1801, -0.2486, -0.1650, 0.1037, -0.0082, 0.1051, 0.1010, -0.2374, -0.0153, 1.9347, 0.0994, 0.0923, 0.1163, 0.0776, 0.1345, 0.1148, 0.1006, -0.0225, 0.1284, -0.0569, -0.0090, 0.0926, -0.1009, -0.7026, 0.1199, 0.1204, 0.0112, 0.0886, -0.0386, -0.2234, 0.1096, -0.2406, -0.1590, 0.0353, -0.0316, -0.1344, 0.1154, -0.1019, -0.1368, -0.0220, 0.1340, -0.0771, -0.1939, 0.0407, -0.0519, -0.1517, -0.0757, 0.1417, -0.0940, 0.0214, -0.0111, 0.1286, 0.1131, 0.1591, 0.1227, -0.0760]}

# 2
{"formula": "C30H28IN4SbSc", "method": "ωB97M-V with the def2-TZVPD basis set", "total_charge": 1, "homo_ev": -10.59, "max_force_ev_per_a": 0.65, "e_tot_ha": -2677.6130, "gap_ev": 7.63, "de_lowest_kcal_mol": 10.3, "elements": ["H", "C", "C", "H", "C", "H", "N", "C", "C", "H", "H", "H", "C", "C", "I", "C", "H", "C", "H", "Sc", "C", "C", "H", "H", "C", "H", "H", "C", "H", "N", "N", "H", "H", "C", "H", "C", "H", "H", "H", "C", "C", "C", "H", "C", "H", "H", "Sb", "C", "C", "N", "C", "C", "H", "H", "C", "C", "C", "C", "H", "H", "C", "H", "H", "C", "C"], "coordinates": [[4.76, -4.05, 2.31], [4.08, -2.42, 1.08], [0.95, -2.49, 4.00], [2.65, -5.34, 2.04], [3.95, -3.65, 1.71], [-0.78, 0.60, -3.62], [0.02, -1.19, 2.25], [-3.23, -2.75, -1.33], [-2.10, 2.50, -0.29], [-4.97, 3.37, 1.27], [2.00, 0.26, 3.89], [-0.26, -4.08, 4.76], [2.40, 1.69, -0.78], [-1.05, 3.05, -1.20], [0.20, 2.32, 2.27], [2.14, 0.41, -0.30], [2.42, 0.00, 2.22], [-4.13, 2.76, 0.95], [1.65, 2.47, -0.69], [0.08, 0.13, 0.44], [-2.97, -2.88, -2.69], [2.22, -0.52, 3.15], [-2.22, -3.45, 3.35], [3.10, -1.06, 3.47], [-3.20, 3.28, 0.08], [5.58, 1.33, -1.89], [-0.55, 3.90, -0.74], [-1.15, -1.88, 2.36], [-4.74, 1.01, 2.06], [-1.56, -1.05, -1.18], [0.86, -2.08, -0.67], [0.33, -0.74, -3.83], [-1.48, 3.37, -2.15], [2.77, -4.37, 1.55], [-3.52, -3.60, -3.29], [-2.03, -2.06, -3.28], [-3.98, -3.36, -0.85], [-1.83, -2.11, -4.35], [5.20, -0.93, -0.97], [4.62, 1.09, -1.44], [-0.19, -3.25, 4.06], [1.04, -1.43, 3.10], [4.99, -1.85, 1.21], [-0.30, -0.23, -3.10], [-0.28, 2.32, -1.44], [0.20, -2.80, -0.96], [-3.02, -1.38, 1.43], [4.41, -0.19, -0.92], [-4.00, 1.45, 1.40], [-1.96, 1.26, 0.18], [3.19, -0.53, -0.34], [-2.51, -1.82, -0.60], [1.79, -2.69, 4.65], [-3.28, 4.29, -0.30], [-1.28, -2.92, 3.25], [1.90, -2.63, 0.15], [3.06, -1.88, 0.30], [-2.90, 0.71, 0.98], [0.83, -4.43, 0.62], [0.37, 0.20, -2.35], [3.62, 2.04, -1.37], [3.78, 3.04, -1.74], [1.27, -1.67, -1.51], [-1.33, -1.15, -2.50], [1.74, -3.86, 0.77]], "lowdin_charge": [0.1092, -0.0314, -0.0029, 0.1100, -0.0699, 0.1003, -0.0346, -0.0979, -0.3726, 0.1227, 0.0735, 0.1230, -0.1602, -0.0354, 0.3458, -0.2337, 0.0346, -0.0242, 0.0474, 0.6809, -0.0365, -0.0544, 0.0865, 0.0906, -0.0011, 0.1084, 0.0914, -0.4379, 0.0925, -0.0148, 0.0764, 0.0993, 0.1007, -0.0780, 0.1202, -0.0050, 0.0992, 0.1273, 0.1160, -0.0654, -0.0272, -0.2957, 0.1242, -0.0102, 0.0323, 0.1015, 1.5839, -0.0302, -0.1116, -0.1008, -0.2144, -0.4370, 0.1312, 0.1314, -0.1284, -0.2600, -0.1525, -0.4647, 0.1171, 0.0381, -0.0713, 0.1086, 0.0900, -0.3189, -0.0351]}

# 3
{"formula": "C30H28N3OPPtSSbSe4", "method": "ωB97M-V with the def2-TZVPD basis set", "total_charge": -1, "homo_ev": -4.02, "max_force_ev_per_a": 0.17, "e_tot_ha": -12104.6316, "gap_ev": 6.03, "de_lowest_kcal_mol": 0.6, "elements": ["H", "C", "H", "C", "H", "H", "H", "C", "H", "N", "C", "C", "C", "H", "Sb", "H", "P", "H", "C", "C", "H", "Se", "H", "H", "C", "C", "H", "H", "H", "N", "C", "Pt", "C", "H", "C", "C", "C", "H", "O", "C", "Se", "H", "C", "S", "H", "H", "C", "H", "C", "Se", "C", "C", "H", "H", "C", "C", "H", "C", "H", "C", "H", "C", "H", "C", "C", "C", "Se", "C", "N", "H"], "coordinates": [[-4.08, 1.13, -1.34], [6.23, 0.79, -0.35], [0.96, 0.79, -1.62], [5.33, 0.07, -1.13], [4.58, -2.00, 2.32], [0.70, -5.05, 2.64], [4.88, -4.26, 3.24], [-3.71, 4.33, -2.42], [-1.97, 1.90, 0.52], [-1.97, 0.53, -2.79], [4.12, -0.33, -0.60], [2.47, -2.24, 1.97], [-0.47, 4.71, -0.17], [0.29, 5.06, -0.87], [-3.93, -1.00, 1.82], [1.16, 2.04, 1.42], [2.20, -0.58, 1.35], [-2.16, 5.01, -3.73], [-2.03, 5.09, 1.58], [-1.71, 2.95, 0.59], [6.60, 1.68, 1.57], [-1.45, -0.65, 2.29], [0.39, -2.79, 1.74], [-5.12, 3.34, -1.12], [-3.69, 1.98, -1.90], [1.79, 0.47, 2.74], [2.94, -5.80, 3.40], [7.18, 1.10, -0.76], [-0.21, 2.02, -1.67], [0.16, 1.17, -2.11], [1.38, -3.11, 2.06], [-0.88, -1.13, -0.02], [0.92, 2.59, 3.48], [-1.14, 2.77, -3.99], [-1.06, 5.59, 0.72], [3.90, -3.94, 2.91], [1.90, 0.05, 4.06], [-0.77, 6.63, 0.73], [1.21, -0.49, 0.23], [1.53, 0.90, 5.09], [-3.11, -1.86, -0.44], [0.73, 2.83, 5.60], [-2.55, 1.83, -2.69], [-0.29, -1.46, -2.34], [3.40, -0.88, -1.20], [4.43, 0.99, 2.51], [1.29, 1.74, 2.45], [2.25, -0.95, 4.29], [2.81, -4.80, 3.00], [-5.05, 1.14, 1.60], [3.79, -0.01, 0.72], [5.91, 1.12, 0.96], [-4.16, 5.31, -2.30], [5.58, -0.18, -2.15], [-2.36, 3.75, 1.52], [1.04, 2.17, 4.80], [-3.12, 3.31, 2.15], [3.73, -2.66, 2.40], [0.52, 3.56, 3.25], [-2.59, 4.16, -3.22], [-2.51, 5.75, 2.29], [-0.73, 0.20, -2.42], [-2.62, -0.25, -2.72], [4.69, 0.72, 1.50], [-2.01, 2.91, -3.36], [-4.26, 3.23, -1.77], [-4.95, -2.69, 3.16], [1.55, -4.39, 2.57], [-0.78, 3.41, -0.25], [1.60, 0.57, 6.12]], "lowdin_charge": [0.0614, -0.0867, 0.0586, -0.0749, 0.1011, 0.1132, 0.0993, -0.0942, 0.0614, 0.0533, -0.0602, -0.2682, -0.1613, 0.1015, -0.2951, 0.1041, 0.7965, 0.0971, -0.0789, -0.1475, 0.1018, 0.0140, 0.0348, 0.0994, -0.0367, -0.3326, 0.1011, 0.1005, 0.0642, 0.1187, -0.0653, 0.1447, -0.0655, 0.1128, -0.0870, -0.0873, -0.0767, 0.0930, -0.5210, -0.0723, -0.0119, 0.1035, -0.2467, 0.5214, 0.1121, 0.1087, -0.0907, 0.1076, -0.0820, -0.1791, -0.2697, -0.0815, 0.0970, 0.1042, -0.0667, -0.0702, 0.0506, -0.0808, 0.1026, -0.0981, 0.1020, -0.8657, 0.0690, -0.0754, -0.0483, -0.0771, -0.2562, -0.0564, 0.0528, 0.1035]}